# 1
Density functional theory data (wB97M-V/def2-TZVPD) for a structure of composition C45H78BN4O23S6.

The multiplicity is 1. The net charge is -1.

Cartesian coordinates (Å):
O1 10.617 0.324 -4.793
C1 10.554 1.564 -4.595
O2 10.190 2.103 -3.458
B1 10.224 3.586 -3.522
O3 10.923 3.820 -4.792
C2 11.029 2.720 -5.549
O4 11.382 2.627 -6.737
O5 10.980 4.082 -2.369
C3 10.346 4.946 -1.636
O6 10.571 5.451 -0.582
C4 9.067 5.240 -2.421
O7 8.927 4.306 -3.459
O8 8.227 6.032 -2.071
C5 8.142 1.400 -4.769
C6 7.087 0.439 -4.327
O9 7.046 0.034 -3.172
C7 6.256 -0.262 -5.462
H1 7.662 2.369 -4.907
H2 8.337 1.062 -5.787
H3 9.030 1.501 -4.145
H4 5.900 -1.157 -4.950
H5 6.603 -0.632 -6.427
H6 5.360 0.356 -5.507
C8 5.156 2.558 -2.613
C9 6.507 2.615 -1.911
O10 6.633 1.817 -0.987
C10 7.572 3.555 -2.514
H7 4.498 1.803 -2.184
H8 5.442 2.080 -3.549
H9 4.786 3.547 -2.882
H10 7.008 4.465 -2.720
H11 8.030 3.142 -3.412
H12 8.234 3.775 -1.676
C11 6.719 5.163 -4.356
C12 6.517 4.014 -5.384
O11 5.532 3.263 -5.490
C13 7.539 4.098 -6.495
H13 7.082 6.045 -4.884
H14 7.674 4.931 -3.886
H15 5.881 5.356 -3.686
H16 8.539 3.821 -6.160
H17 7.456 5.038 -7.042
H18 7.313 3.322 -7.226
C14 8.872 5.906 -0.331
C15 8.365 6.639 0.758
N1 7.928 7.250 1.650
H19 8.066 5.704 -1.036
H20 9.317 5.020 0.122
H21 9.694 6.403 -0.846
C16 12.030 0.113 -5.516
C17 13.229 0.495 -6.181
N2 14.218 0.825 -6.745
H22 11.208 0.762 -5.818
H23 12.186 -0.022 -4.446
H24 11.877 -0.891 -5.912
C18 13.659 3.127 -5.690
C19 14.493 2.411 -4.715
N3 15.190 1.890 -3.901
H25 14.342 3.522 -6.442
H26 13.163 3.942 -5.162
H27 12.854 2.471 -6.020
C20 9.771 0.138 -2.363
C21 10.348 -1.192 -2.670
N4 10.759 -2.224 -3.002
H28 9.444 0.130 -1.323
H29 8.986 0.506 -3.022
H30 10.540 0.899 -2.496
C22 13.200 4.692 0.179
C23 12.340 5.841 -0.414
C24 11.107 6.185 0.504
S1 11.736 6.040 2.198
O12 10.926 5.130 3.031
O13 12.326 7.303 2.790
C25 13.271 5.014 1.749
H31 14.089 4.612 -0.446
H32 12.589 3.813 -0.023
H33 12.177 5.771 -1.489
H34 12.978 6.717 -0.298
H35 10.411 5.376 0.283
H36 10.602 7.139 0.357
H37 13.255 4.149 2.411
H38 14.112 5.608 2.107
C26 8.588 7.508 -3.731
C27 9.313 7.987 -5.017
C28 8.403 8.387 -6.122
S2 6.660 8.381 -5.456
O14 5.989 7.147 -6.002
O15 6.080 9.705 -5.540
C29 7.180 7.979 -3.757
H39 9.101 7.694 -2.787
H40 8.619 6.419 -3.694
H41 10.026 7.172 -5.146
H42 10.083 8.709 -4.744
H43 8.402 7.632 -6.908
H44 8.505 9.371 -6.581
H45 6.496 7.392 -3.144
H46 7.161 8.954 -3.270
C30 7.770 1.686 -9.165
C31 8.144 1.766 -7.686
C32 9.708 1.859 -7.623
S3 10.358 2.827 -9.088
O16 11.240 1.982 -9.909
O17 10.698 4.215 -8.743
C33 8.643 2.750 -9.860
H47 6.698 1.839 -9.292
H48 8.073 0.683 -9.464
H49 7.696 0.969 -7.093
H50 7.816 2.731 -7.299
H51 10.189 0.884 -7.698
H52 10.155 2.417 -6.800
H53 8.703 2.818 -10.946
H54 8.260 3.765 -9.753
C34 12.686 2.448 -2.987
C35 13.015 0.977 -3.275
C36 13.438 0.224 -1.976
S4 12.890 1.445 -0.601
O18 14.052 2.211 -0.225
O19 12.049 0.851 0.435
C37 11.874 2.418 -1.756
H55 12.225 3.038 -3.779
H56 13.491 3.114 -2.677
H57 13.770 0.922 -4.058
H58 12.133 0.513 -3.717
H59 14.463 -0.038 -1.712
H60 12.959 -0.753 -1.915
H61 11.570 3.373 -1.328
H62 11.002 1.786 -1.925
C38 8.484 1.700 1.104
C39 8.947 1.780 -0.315
C40 9.729 3.131 -0.610
S5 10.243 3.556 1.095
O20 9.584 4.743 1.559
O21 11.706 3.554 1.074
C41 9.664 2.095 2.038
H63 8.165 0.679 1.312
H64 7.580 2.284 1.278
H65 8.042 1.778 -0.922
H66 9.517 0.858 -0.429
H67 8.999 3.895 -0.876
H68 10.536 3.173 -1.342
H69 9.606 2.355 3.095
H70 10.484 1.379 1.984
C42 12.372 4.894 -6.852
C43 12.778 5.916 -7.984
C44 11.436 6.464 -8.556
S6 10.418 6.742 -7.006
O22 9.001 6.610 -7.320
O23 10.854 7.808 -6.095
C45 10.990 5.144 -6.316
H71 13.091 4.969 -6.036
H72 12.378 3.873 -7.232
H73 13.490 5.689 -8.778
H74 13.269 6.758 -7.497
H75 10.899 5.641 -9.026
H76 11.488 7.436 -9.047
H77 10.320 4.334 -6.604
H78 10.794 5.295 -5.255


# 2
Density functional theory data (wB97M-V/def2-TZVPD) for a structure of composition C45H78N11P2ScSe.

The multiplicity is 1. The net charge is +4.

Cartesian coordinates (Å):
Sc1 0.148 0.062 -0.273
C1 3.646 0.149 1.974
P1 2.028 -0.680 1.783
C2 1.191 -0.067 3.300
N1 1.625 -0.546 4.444
C3 1.072 -0.103 5.588
C4 1.532 -0.589 6.833
C5 0.945 -0.139 7.978
C6 -0.122 0.801 7.937
C7 -0.587 1.289 6.753
C8 0.009 0.852 5.548
N2 -0.401 1.351 4.367
C9 0.185 0.927 3.266
P2 -0.331 1.788 1.734
C10 -2.076 2.153 2.097
C11 0.577 3.422 1.663
C12 -0.422 4.527 1.308
C13 1.617 3.299 0.547
C14 1.252 3.743 2.997
C15 2.459 -2.499 2.010
C16 3.413 -2.760 3.183
C17 3.145 -2.958 0.717
C18 1.195 -3.333 2.205
H1 3.997 -0.058 2.986
H2 3.544 1.228 1.877
H3 4.389 -0.205 1.262
H4 2.343 -1.303 6.847
H5 1.289 -0.496 8.939
H6 -0.559 1.132 8.869
H7 -1.388 2.013 6.706
H8 -2.137 2.787 2.981
H9 -2.613 1.231 2.330
H10 -2.532 2.654 1.244
H11 -0.945 4.330 0.369
H12 0.128 5.462 1.197
H13 -1.155 4.684 2.097
H14 1.127 3.106 -0.415
H15 2.342 2.508 0.749
H16 2.179 4.230 0.450
H17 0.534 3.778 3.817
H18 1.726 4.723 2.924
H19 2.027 3.016 3.252
H20 4.318 -2.156 3.133
H21 3.724 -3.804 3.128
H22 2.937 -2.590 4.144
H23 4.074 -2.424 0.517
H24 2.484 -2.874 -0.153
H25 3.404 -4.013 0.820
H26 0.631 -3.043 3.096
H27 1.478 -4.378 2.342
H28 0.557 -3.312 1.315
N3 -5.263 -0.062 -0.355
C19 -3.845 -0.598 -0.230
C20 -3.730 -1.409 1.050
C21 -2.386 -2.133 1.131
N4 -1.244 -1.174 1.295
C22 -2.181 -3.022 -0.086
C23 -2.264 -2.255 -1.396
N5 -1.005 -1.463 -1.610
C24 -3.541 -1.414 -1.481
H29 -5.478 0.629 0.371
H30 -5.957 -0.816 -0.273
H31 -5.407 0.386 -1.276
H32 -3.221 0.298 -0.188
H33 -4.506 -2.182 1.072
H34 -3.887 -0.783 1.932
H35 -2.420 -2.766 2.022
H36 -0.487 -1.752 1.662
H37 -1.463 -0.572 2.091
H38 -2.951 -3.797 -0.081
H39 -1.232 -3.558 -0.023
H40 -2.324 -2.975 -2.215
H41 -1.123 -0.913 -2.464
H42 -0.299 -2.164 -1.844
H43 -4.356 -2.128 -1.641
H44 -3.511 -0.761 -2.356
C25 -1.392 6.252 -1.779
C26 0.133 6.247 -1.771
C27 0.796 5.670 -3.016
C28 0.568 4.176 -3.247
N6 -0.769 3.829 -3.751
C29 -1.680 3.033 -3.173
Se1 -1.528 1.800 -1.739
N7 -2.852 3.161 -3.817
C30 -4.104 2.462 -3.558
C31 -4.255 1.208 -4.408
C32 -5.592 0.506 -4.179
C33 -6.805 1.307 -4.638
C34 -2.681 4.025 -4.896
C35 -3.574 4.446 -5.877
C36 -3.062 5.274 -6.853
C37 -1.710 5.652 -6.862
C38 -0.831 5.239 -5.882
C39 -1.354 4.426 -4.876
H45 -1.778 6.809 -0.927
H46 -1.818 5.245 -1.725
H47 -1.780 6.732 -2.680
H48 0.502 5.703 -0.898
H49 0.488 7.271 -1.653
H50 1.877 5.802 -2.933
H51 0.499 6.242 -3.890
H52 0.668 3.653 -2.297
H53 1.298 3.773 -3.953
H54 -4.905 3.174 -3.751
H55 -4.130 2.230 -2.491
H56 -3.417 0.536 -4.194
H57 -4.166 1.476 -5.464
H58 -5.702 0.251 -3.109
H59 -5.575 -0.454 -4.699
H60 -6.933 2.237 -4.082
H61 -7.721 0.731 -4.519
H62 -6.716 1.556 -5.696
H63 -4.610 4.141 -5.890
H64 -3.711 5.630 -7.641
H65 -1.348 6.281 -7.662
H66 0.208 5.525 -5.920
C40 3.232 0.049 -1.252
N8 1.843 -0.002 -1.884
C41 1.815 1.179 -2.846
N9 2.886 1.165 -3.797
C42 4.171 1.206 -3.091
N10 4.295 0.046 -2.208
C43 4.219 -1.179 -3.008
N11 2.939 -1.239 -3.719
C44 1.857 -1.234 -2.782
C45 2.823 -0.066 -4.591
H67 3.327 -0.827 -0.616
H68 3.279 0.958 -0.647
H69 1.889 2.077 -2.235
H70 0.854 1.163 -3.364
H71 4.236 2.122 -2.501
H72 4.983 1.202 -3.815
H73 4.316 -2.050 -2.357
H74 5.033 -1.196 -3.730
H75 1.924 -2.122 -2.145
H76 0.924 -1.242 -3.352
H77 1.875 -0.106 -5.132
H78 3.635 -0.073 -5.316


| no. | energy (a.u.) | frontier orbital gap (Ha) |
| --- | --- | --- |
| 1 | -6121.81502 | 0.1544 |
| 2 | -6207.57338 | 0.2476 |